14
Properties=species:S:1:pos:R:3:forces:R:3:mulliken_charge:R:1 method="wB97M-V/def2-TZVPD" total_energy_ha=-419.116738 orbital_gap_ev=11.27 homo_energy_ev=-10.734 charge=0 smiles="O=CO.O.O.O" e_above_lowest_kcal_mol=4.69
O -1.282 -0.802 -0.403 1.05 0.04 0.32 -0.499
C -1.652 -0.739 0.750 -1.58 0.05 -1.27 0.107
O -1.206 0.052 1.699 0.21 -0.82 0.25 -0.422
H -2.572 -1.301 0.974 0.21 0.16 0.81 0.365
H -0.276 0.287 1.477 0.18 0.61 -0.16 0.441
H 1.595 1.695 0.855 -0.14 0.28 0.01 0.314
H 1.828 0.262 0.385 -0.25 -0.21 0.05 0.298
O 1.263 0.802 0.962 0.48 -0.29 -0.06 -0.650
H 0.893 -1.802 -1.021 -0.42 0.67 0.25 0.306
H 2.266 -2.125 -1.374 0.55 0.41 0.06 0.291
O 1.764 -1.381 -1.017 -0.18 -0.89 -0.19 -0.591
H 0.237 1.101 -1.035 -0.05 -0.21 0.18 0.402
H -0.286 1.819 -2.245 -0.13 0.10 -0.25 0.292
O 0.371 1.899 -1.554 0.08 0.11 0.01 -0.653

---

14
Properties=species:S:1:pos:R:3:forces:R:3:mulliken_charge:R:1 method="wB97M-V/def2-TZVPD" total_energy_ha=-419.098419 orbital_gap_ev=11.49 homo_energy_ev=-11.034 charge=0 smiles="O=CO.O.O.O" e_above_lowest_kcal_mol=16.19
O -1.256 -1.752 2.794 0.17 0.43 0.72 -0.480
C -1.469 -2.363 1.797 -0.08 -0.38 -0.53 0.215
O -2.634 -2.331 1.131 0.35 -0.20 0.20 -0.404
H -0.743 -3.030 1.331 0.00 -0.09 -0.28 0.343
H -3.188 -1.779 1.699 -0.42 0.25 -0.13 0.323
H -2.115 1.094 -2.073 -0.08 -0.07 0.00 0.310
H -0.824 1.690 -1.567 0.43 0.30 0.01 0.328
O -1.519 1.081 -1.319 -0.21 -0.19 0.00 -0.637
H 1.912 1.788 -1.337 0.09 -0.90 0.41 0.308
H 2.086 3.194 -1.649 -0.60 0.15 -0.21 0.305
O 1.405 2.503 -1.704 0.44 0.74 -0.12 -0.616
H 2.682 -0.054 1.074 0.17 0.15 -0.12 0.331
H 2.541 -0.204 -0.415 -0.40 -0.47 -0.58 0.323
O 3.121 0.163 0.240 0.16 0.28 0.62 -0.649

---

12
Properties=species:S:1:pos:R:3:forces:R:3:mulliken_charge:R:1 method="wB97M-V/def2-TZVPD" total_energy_ha=-152.766060 orbital_gap_ev=12.04 homo_energy_ev=-15.526 charge=+1 e_above_lowest_kcal_mol=6.51
N 1.737 -1.063 -0.027 -0.24 0.64 -0.64 -0.923
H 2.172 -0.803 -0.908 0.12 -0.10 -0.01 0.277
H 2.502 -1.189 0.624 -0.15 -0.15 0.16 0.255
H 0.474 0.284 0.051 0.55 -0.23 1.07 0.336
H 1.280 -1.948 -0.208 0.15 -0.25 0.22 0.267
C -1.593 0.280 -0.103 -0.80 0.12 0.19 -0.774
N -0.313 0.938 0.303 -0.42 0.62 -1.11 -0.207
H -1.772 -0.711 0.310 0.73 -0.02 0.15 0.312
H -1.547 0.223 -1.188 -0.31 -0.04 0.09 0.332
H -2.442 0.869 0.247 0.17 0.22 -0.34 0.345
H -0.220 1.741 -0.321 0.12 0.03 -0.08 0.414
H -0.279 1.380 1.222 0.09 -0.82 0.30 0.365

---

13
Properties=species:S:1:pos:R:3:forces:R:3:mulliken_charge:R:1 method="wB97M-V/def2-TZVPD" total_energy_ha=-227.990804 orbital_gap_ev=12.26 homo_energy_ev=-15.501 charge=+1 e_above_lowest_kcal_mol=15.51
N -0.108 1.626 1.405 -0.73 0.95 -1.12 -0.890
H 0.851 1.842 1.137 0.15 -0.41 0.81 0.299
H -0.287 1.496 2.389 0.61 0.03 0.34 0.271
H -0.675 0.522 0.471 0.70 -0.27 -1.08 0.432
H -0.576 2.501 1.147 -0.20 -0.34 0.20 0.305
N -0.755 -0.323 -0.315 0.98 -0.94 2.38 -0.355
C 0.597 -0.862 -0.803 -1.41 2.41 -1.89 -0.359
O 0.257 -2.109 -1.249 0.01 -1.10 0.65 -0.482
H -1.090 -1.109 0.300 -0.41 0.74 -1.26 0.395
H -1.358 -0.098 -1.103 -0.20 -0.42 0.20 0.365
H 1.386 -0.604 -0.102 -0.06 -1.05 0.68 0.334
H 0.799 -0.220 -1.667 0.29 0.08 -0.03 0.355
H 0.959 -2.662 -1.609 0.28 0.31 0.11 0.331

---

15
Properties=species:S:1:pos:R:3:forces:R:3:mulliken_charge:R:1 method="wB97M-V/def2-TZVPD" total_energy_ha=-317.060726 orbital_gap_ev=9.29 homo_energy_ev=-8.279 charge=0 e_above_lowest_kcal_mol=98.86
C 0.361 -1.989 0.426 -0.31 0.24 0.32 -0.736
N 0.079 0.726 0.208 3.23 -3.75 0.52 0.157
N -0.446 0.550 -1.023 -2.22 5.95 -3.31 -0.478
N 1.039 -0.809 -0.048 0.08 1.58 1.08 -0.500
N -0.222 2.155 -1.683 -1.05 -2.31 0.08 -0.589
N -0.873 0.638 1.152 -0.51 0.03 -0.17 -0.353
H 0.097 0.138 -1.774 0.81 -0.23 1.22 0.348
H 1.790 -0.548 0.590 -0.05 -0.31 -0.04 0.252
H -1.613 -0.051 1.034 0.24 0.11 0.13 0.264
H 0.706 2.482 -1.398 -0.25 -0.63 0.35 0.260
H -0.898 2.745 -1.198 0.05 -0.41 0.09 0.269
H -0.568 0.912 2.074 -0.05 -0.22 -0.21 0.225
H -0.160 -1.845 1.392 0.08 -0.07 -0.08 0.265
H 1.088 -2.798 0.560 -0.08 0.10 -0.01 0.333
H -0.378 -2.306 -0.312 0.02 -0.07 0.03 0.281

---

15
Properties=species:S:1:pos:R:3:forces:R:3:mulliken_charge:R:1 method="wB97M-V/def2-TZVPD" total_energy_ha=-316.408891 orbital_gap_ev="8.36 / 8.61" homo_energy_ev="-19.303 / -19.202" charge=+2 smiles="NNCN[NH+]=[NH2+]" e_above_lowest_kcal_mol=177.38
C 0.959 0.372 0.220 2.14 2.66 1.74 -0.517
N -0.006 1.136 1.062 -1.19 -1.42 0.03 0.140
N 0.376 -0.721 -0.347 -3.20 -2.81 -2.34 -0.343
N -1.120 -1.625 -2.025 -0.86 -0.93 -0.12 -0.247
N 0.289 1.343 2.365 -3.91 -0.13 -2.59 -0.287
N -0.652 -0.491 -1.600 2.09 -0.99 3.72 0.139
H 1.457 1.135 -0.454 -0.57 -1.20 0.29 0.352
H 1.759 -0.002 0.941 -0.69 0.20 -1.09 0.434
H -0.961 0.770 0.738 0.96 1.55 1.57 0.365
H -0.169 -1.356 0.291 0.97 0.80 -0.54 0.359
H -1.504 -2.214 -1.240 0.20 0.35 -1.61 0.310
H -1.265 -1.864 -3.056 0.25 0.54 1.70 0.338
H -0.349 2.003 2.808 0.05 -0.17 0.43 0.330
H 1.229 1.479 2.456 3.29 0.60 0.97 0.295
H -0.043 0.036 -2.161 0.46 0.96 -2.17 0.333

---

15
Properties=species:S:1:pos:R:3:forces:R:3:mulliken_charge:R:1 method="wB97M-V/def2-TZVPD" total_energy_ha=-316.404913 orbital_gap_ev="9.66 / 7.24" homo_energy_ev="-19.111 / -17.877" charge=+2 smiles="NNCN[NH+]=[NH2+]" e_above_lowest_kcal_mol=179.88
C -0.697 0.358 -0.790 3.46 -2.75 0.37 -0.332
N -1.522 -0.445 0.255 -1.64 2.08 -2.63 0.185
N 0.492 0.700 -0.065 3.77 -0.59 0.62 -0.190
N 2.857 -0.226 0.527 -1.90 2.79 3.22 -0.447
N -2.822 -0.134 0.356 1.02 -1.19 2.69 -0.359
N 1.729 -0.154 -0.172 -1.87 -0.11 -1.33 0.289
H -0.111 -0.324 -1.558 -2.74 0.99 0.56 0.302
H -1.123 1.295 -1.192 -0.47 -0.88 0.23 0.445
H -1.085 -1.293 0.618 -0.47 0.16 0.60 0.304
H 0.535 1.392 0.667 0.21 0.04 0.17 0.259
H 3.009 0.395 1.369 -0.50 -0.88 -1.27 0.318
H 3.688 -0.574 0.131 0.95 -0.68 -1.25 0.293
H -3.344 -0.210 1.270 1.03 -0.39 -1.09 0.319
H -3.400 0.020 -0.437 -0.18 0.60 -1.23 0.299
H 1.794 -0.800 -0.980 -0.68 0.82 0.33 0.314

---

16
Properties=species:S:1:pos:R:3:forces:R:3:mulliken_charge:R:1 method="wB97M-V/def2-TZVPD" total_energy_ha=-392.262157 orbital_gap_ev="8.65 / 5.50" homo_energy_ev="-7.800 / -5.700" charge=0 e_above_lowest_kcal_mol=144.08
C 1.013 1.694 -1.410 0.55 -0.11 -0.02 -0.776
N 0.597 0.326 -1.263 -1.02 0.17 -0.19 -0.335
O -0.178 0.026 -2.427 0.33 0.05 0.74 -0.406
H -0.914 -0.489 -2.061 0.04 0.01 -0.10 0.339
H 0.480 -0.856 -0.382 -1.06 -0.26 0.66 0.438
H 0.169 2.400 -1.396 -0.08 -0.28 -0.13 0.271
H 1.653 1.967 -0.568 0.09 -0.17 -0.03 0.290
H 1.572 1.845 -2.344 -0.03 0.12 0.06 0.230
N 0.304 -1.734 1.658 -0.32 0.10 0.49 -0.546
N -1.602 0.004 1.673 0.28 -0.20 -0.21 -0.422
N -0.303 -1.355 0.429 1.94 0.34 -1.00 -0.074
N -1.142 -0.347 0.479 -0.70 0.22 0.07 0.010
H 0.498 -2.726 1.633 -0.04 0.10 -0.10 0.245
H 1.172 -1.226 1.814 0.03 -0.08 -0.18 0.216
H -2.171 0.833 1.658 0.13 -0.15 0.15 0.238
H -1.148 -0.360 2.507 -0.11 0.14 -0.19 0.282

---

14
Properties=species:S:1:pos:R:3:forces:R:3:mulliken_charge:R:1 method="wB97M-V/def2-TZVPD" total_energy_ha=-323.936692 orbital_gap_ev=10.43 homo_energy_ev=-10.007 charge=0 smiles=NCO.O.O e_above_lowest_kcal_mol=19.39
N -2.047 -1.216 0.331 -0.80 1.35 1.25 -0.598
C -1.171 -0.561 1.328 1.44 -0.45 -4.86 -0.230
O -0.211 0.339 0.591 -0.89 -0.01 0.76 -0.522
H -2.662 -0.514 -0.103 0.21 -0.41 0.54 0.232
H -1.583 -1.629 -0.453 0.85 -0.35 0.02 0.260
H -1.716 0.029 1.981 -1.16 0.79 1.44 0.327
H -0.510 -1.276 1.764 0.13 -0.42 0.59 0.248
H -0.734 1.107 0.298 0.32 -0.40 0.13 0.293
H 3.379 0.273 1.067 1.93 -1.94 -1.98 0.287
H 1.987 0.996 0.939 1.16 -0.73 0.62 0.330
O 2.781 0.798 1.499 -3.19 2.56 1.43 -0.624
H 0.312 0.030 -2.783 0.10 0.53 -0.61 0.317
H 1.545 0.933 -3.021 -2.50 -0.54 -1.30 0.332
O 0.629 0.690 -3.437 2.39 0.02 1.96 -0.653

---

16
Properties=species:S:1:pos:R:3:forces:R:3:mulliken_charge:R:1 method="wB97M-V/def2-TZVPD" spin_multiplicity=2 total_energy_ha=-474.093888 orbital_gap_ev="10.11 / 3.60" homo_energy_ev="-14.362 / -14.347" charge=+1 s2=0.78 e_above_lowest_kcal_mol=19.73
N 1.045 0.615 -2.635 -0.67 -0.04 1.49 -0.119
C -0.264 0.655 -2.264 0.36 -1.07 -3.77 0.701
O -1.060 0.551 -3.328 -0.22 0.95 1.25 -0.393
O -0.703 0.664 -1.125 0.48 0.43 1.53 -0.214
H 1.743 0.438 -1.908 0.21 0.16 -0.16 0.293
H 1.293 0.879 -3.592 0.04 0.06 0.30 0.307
H -1.928 0.928 -3.060 -0.02 -0.42 -0.51 0.394
H 1.079 -0.379 4.245 0.00 0.40 -0.04 0.337
H -0.026 0.637 4.032 -0.60 0.22 0.17 0.314
O 0.898 0.492 3.857 0.68 -0.71 -0.27 -0.637
H 1.078 0.338 0.442 -0.99 -0.27 -0.20 0.273
H 1.936 0.381 1.637 0.29 0.35 0.02 0.328
O 1.934 0.646 0.701 0.43 -0.07 0.17 -0.588
H -2.216 -2.687 0.306 0.77 0.01 -0.45 0.301
H -2.159 -1.754 1.594 0.51 0.07 -0.21 0.306
O -2.649 -2.404 1.096 -1.27 -0.09 0.66 -0.604